A:
The molecule C7H14. Source: OMol25; level of theory: ωB97M-V/def2-TZVPD.

Summary:
- gap between HOMO and LUMO (eV) = 8.806

Positions of all 21 atoms, in Å:
C  -0.71  -1.77  0.67
C  0.17  -0.61  0.21
C  0.33  -0.68  -1.32
C  1.57  -0.75  0.87
C  -0.17  0.66  0.93
C  -1.34  1.84  -0.42
C  0.10  1.90  0.18
H  -0.81  -1.78  1.76
H  -1.72  -1.69  0.24
H  -0.29  -2.73  0.34
H  0.85  -1.60  -1.59
H  -0.64  -0.69  -1.82
H  0.92  0.15  -1.73
H  1.51  -0.64  1.96
H  1.97  -1.74  0.64
H  2.26  0.01  0.48
H  -1.94  1.13  0.19
H  -1.32  1.47  -1.44
H  -1.85  2.81  -0.35
H  0.23  2.78  0.81
H  0.88  1.90  -0.60

Atomic partial charges in e from the Mulliken method, atoms 1 to 8: number 1, C, carries -1.60; number 2, C, carries 2.11; number 3, C, carries -1.74; number 4, C, carries -1.82; number 5, C, carries -0.90; number 6, C, carries -0.93; number 7, C, carries -0.28; number 8, H, carries 0.41

B:
The molecule C7H14. Source: OMol25; level of theory: ωB97M-V/def2-TZVPD.

Summary:
- SMILES string = C=C(C)CCCC
- gap between HOMO and LUMO (eV) = 9.776

Positions of all 21 atoms, in Å:
C  -1.23  -0.19  1.43
C  0.18  -0.09  1.41
C  0.91  1.18  1.80
C  0.87  -1.17  0.60
C  1.10  -0.57  -0.92
C  -0.36  -0.62  -1.47
C  -1.16  0.66  -1.84
H  -2.08  0.50  1.67
H  -1.65  -1.22  1.34
H  2.01  1.12  2.07
H  0.89  1.93  0.94
H  0.43  1.49  2.74
H  0.33  -2.12  0.60
H  1.91  -1.16  0.94
H  1.41  0.48  -0.85
H  1.93  -1.06  -1.34
H  -0.27  -1.18  -2.38
H  -1.13  -1.23  -0.90
H  -2.25  0.59  -1.93
H  -0.80  1.12  -2.78
H  -1.05  1.53  -1.13

Atomic partial charges in e from the Mulliken method, atoms 1 to 8: number 1, C, carries -1.08; number 2, C, carries 0.95; number 3, C, carries -1.17; number 4, C, carries -1.04; number 5, C, carries -0.64; number 6, C, carries -0.45; number 7, C, carries -1.23; number 8, H, carries 0.27

C:
The molecule C7H14. Source: OMol25; level of theory: ωB97M-V/def2-TZVPD.

Summary:
- SMILES string = C[C@@H]1[C@H](C)C1(C)C
- gap between HOMO and LUMO (eV) = 10.528

Positions of all 21 atoms, in Å:
C  0.49  1.35  1.52
C  0.74  0.02  0.84
C  0.90  -0.12  -0.66
C  0.90  1.06  -1.61
C  -0.33  -0.66  0.02
C  -1.68  0.01  -0.11
C  -0.44  -2.17  0.10
H  1.40  1.72  2.00
H  -0.28  1.26  2.29
H  0.16  2.13  0.82
H  1.36  -0.66  1.43
H  1.61  -0.89  -0.96
H  0.71  0.73  -2.63
H  1.87  1.57  -1.60
H  0.14  1.81  -1.36
H  -2.26  -0.12  0.81
H  -2.27  -0.43  -0.93
H  -1.61  1.09  -0.30
H  0.53  -2.64  0.29
H  -1.12  -2.49  0.90
H  -0.83  -2.58  -0.84

Atomic partial charges in e from the Mulliken method, atoms 1 to 8: number 1, C, carries -1.42; number 2, C, carries -0.08; number 3, C, carries -0.12; number 4, C, carries -1.52; number 5, C, carries 1.46; number 6, C, carries -1.68; number 7, C, carries -1.55; number 8, H, carries 0.39

D:
A cluster of 3 separate species, C7H14 in total. Source: OMol25; level of theory: ωB97M-V/def2-TZVPD.

Summary:
- gap between HOMO and LUMO (alpha / beta) (eV) = 7.868 / 7.097

Positions of all 21 atoms, in Å:
C  -1.60  1.48  0.26
C  -1.68  0.10  0.45
C  -2.49  -0.80  -0.41
C  0.62  -1.45  0.25
C  1.46  -0.35  0.16
C  2.89  -0.12  0.24
C  2.06  0.44  -0.90
H  -0.32  1.65  0.26
H  -2.15  1.89  -0.60
H  -1.72  2.11  1.14
H  -1.20  -0.30  1.34
H  -3.47  -0.97  0.07
H  -2.68  -0.36  -1.39
H  -2.04  -1.79  -0.54
H  0.76  -2.18  1.03
H  -0.06  -1.71  -0.54
H  0.74  1.27  0.97
H  3.33  0.55  0.97
H  3.53  -0.98  -0.01
H  2.16  0.03  -1.91
H  1.86  1.51  -0.85

Atomic partial charges in e from the Mulliken method, atoms 1 to 8: number 1, C, carries -0.63; number 2, C, carries -0.09; number 3, C, carries -1.08; number 4, C, carries -1.22; number 5, C, carries 0.42; number 6, C, carries -0.46; number 7, C, carries -0.54; number 8, H, carries -0.40

Short version: C is the most stable of them.

A:
A structure of composition C7H14. Source: OMol25; level of theory: ωB97M-V/def2-TZVPD.

Summary:
- gap between HOMO and LUMO (eV) = 8.902

Positions of all 21 atoms, in Å:
C  -0.82  1.77  1.01
C  -1.07  0.31  0.59
C  0.20  -0.48  0.30
C  1.07  -0.71  1.53
C  0.00  -1.70  -0.55
C  0.97  -0.27  -0.98
C  0.30  0.51  -2.10
H  -1.76  2.29  1.19
H  -0.22  1.83  1.92
H  -0.29  2.31  0.22
H  -1.61  -0.21  1.40
H  -1.74  0.30  -0.27
H  0.50  -1.22  2.31
H  1.44  0.23  1.93
H  1.94  -1.32  1.27
H  0.40  -2.64  -0.14
H  -0.93  -1.81  -1.10
H  1.14  -1.43  -1.30
H  0.59  1.57  -1.99
H  -0.79  0.47  -2.14
H  0.69  0.20  -3.08

Atomic partial charges in e from the Mulliken method, atoms 1 to 8: number 1, C, carries -1.10; number 2, C, carries -0.84; number 3, C, carries 1.84; number 4, C, carries -1.74; number 5, C, carries -1.29; number 6, C, carries -0.33; number 7, C, carries -1.23; number 8, H, carries 0.37

B:
A cluster of 2 separate species, C7H14 in total. Source: OMol25; level of theory: ωB97M-V/def2-TZVPD.

Summary:
- SMILES string = CC(C)(C)C1=CC1.[H][H]
- gap between HOMO and LUMO (eV) = 9.318

Positions of all 21 atoms, in Å:
C  -0.51  1.74  0.49
C  -0.48  0.25  0.13
C  -1.24  0.01  -1.19
C  -1.11  -0.59  1.25
C  0.90  -0.17  -0.28
C  1.88  0.07  -1.10
C  1.60  -1.37  -0.79
H  0.06  1.94  1.40
H  -0.08  2.34  -0.32
H  -1.54  2.07  0.65
H  -2.27  0.38  -1.11
H  -0.74  0.53  -2.01
H  -1.27  -1.06  -1.43
H  -0.61  -0.43  2.21
H  -2.16  -0.30  1.38
H  -1.08  -1.66  1.02
H  2.08  0.76  -1.89
H  2.28  -1.98  -0.18
H  0.98  -1.95  -1.47
H  1.54  -0.10  1.58
H  1.89  0.28  1.03

Atomic partial charges in e from the Mulliken method, atoms 1 to 8: number 1, C, carries -1.63; number 2, C, carries 2.31; number 3, C, carries -1.80; number 4, C, carries -1.61; number 5, C, carries -0.73; number 6, C, carries -0.21; number 7, C, carries -0.59; number 8, H, carries 0.37

C:
The molecule C7H14. Source: OMol25; level of theory: ωB97M-V/def2-TZVPD.

Summary:
- SMILES string = C=CCCCCC
- gap between HOMO and LUMO (eV) = 10.650

Positions of all 21 atoms, in Å:
C  -1.03  2.78  -1.54
C  -0.62  1.58  -1.92
C  -0.60  0.40  -0.96
C  -0.38  0.66  0.53
C  -0.41  -0.59  1.43
C  0.83  -1.53  1.49
C  1.48  -2.02  0.16
H  -0.99  3.13  -0.51
H  -1.16  3.57  -2.29
H  -0.37  1.32  -2.93
H  -1.46  -0.24  -1.20
H  0.30  -0.18  -1.21
H  0.62  1.10  0.59
H  -1.16  1.28  0.98
H  -1.28  -1.21  1.23
H  -0.38  -0.25  2.46
H  0.57  -2.46  2.05
H  1.57  -1.08  2.17
H  1.72  -3.08  0.24
H  2.12  -1.24  -0.26
H  0.63  -1.94  -0.52

Atomic partial charges in e from the Mulliken method, atoms 1 to 8: number 1, C, carries -0.77; number 2, C, carries -0.41; number 3, C, carries -0.20; number 4, C, carries -0.30; number 5, C, carries -0.88; number 6, C, carries -0.49; number 7, C, carries -1.11; number 8, H, carries 0.25

D:
The molecule C7H14. Source: OMol25; level of theory: ωB97M-V/def2-TZVPD.

Summary:
- SMILES string = C/C=C(\C)CCC
- gap between HOMO and LUMO (eV) = 9.550

Positions of all 21 atoms, in Å:
C  -2.09  -1.57  -1.06
C  -0.92  -0.61  -1.04
C  0.07  -0.66  -0.13
C  -0.13  -1.27  1.23
C  1.40  0.01  -0.45
C  1.53  1.53  -0.11
C  0.35  2.15  0.74
H  -2.84  -1.27  -0.32
H  -2.60  -1.42  -2.03
H  -1.81  -2.59  -0.86
H  -0.84  0.15  -1.82
H  0.87  -1.59  1.56
H  -0.42  -0.63  2.06
H  -0.77  -2.15  1.20
H  1.52  -0.06  -1.53
H  2.19  -0.59  -0.01
H  1.59  2.08  -1.04
H  2.41  1.74  0.50
H  -0.66  1.98  0.40
H  0.48  1.63  1.69
H  0.69  3.15  1.02

Atomic partial charges in e from the Mulliken method, atoms 1 to 8: number 1, C, carries -1.38; number 2, C, carries -0.12; number 3, C, carries 0.73; number 4, C, carries -1.29; number 5, C, carries -1.11; number 6, C, carries -0.41; number 7, C, carries -1.12; number 8, H, carries 0.29

Short version: D is the most stable of them.

A:
The molecule C7H14. Source: OMol25; level of theory: ωB97M-V/def2-TZVPD.

Summary:
- SMILES string = CC[C@@]1(C)C[C@H]1C
- gap between HOMO and LUMO (eV) = 10.755

Positions of all 21 atoms, in Å:
C  1.81  -0.78  0.92
C  1.09  -0.62  -0.42
C  0.05  0.49  -0.42
C  0.60  1.88  -0.17
C  -1.11  0.38  -1.38
C  -1.34  0.20  0.10
C  -1.74  -1.15  0.65
H  2.49  -1.63  0.91
H  2.39  0.11  1.18
H  1.09  -0.94  1.73
H  1.83  -0.41  -1.21
H  0.62  -1.57  -0.69
H  1.39  2.12  -0.90
H  1.03  1.97  0.83
H  -0.18  2.63  -0.27
H  -1.47  1.28  -1.87
H  -1.18  -0.51  -1.99
H  -1.80  1.05  0.61
H  -1.24  -1.38  1.60
H  -1.52  -1.95  -0.05
H  -2.82  -1.18  0.84

Atomic partial charges in e from the Mulliken method, atoms 1 to 8: number 1, C, carries -1.11; number 2, C, carries -0.75; number 3, C, carries 1.24; number 4, C, carries -1.57; number 5, C, carries -1.07; number 6, C, carries 0.14; number 7, C, carries -1.47; number 8, H, carries 0.37

B:
The molecule C7H14. Source: OMol25; level of theory: ωB97M-V/def2-TZVPD.

Summary:
- SMILES string = CCC(C)=C(C)C
- gap between HOMO and LUMO (eV) = 9.112

Positions of all 21 atoms, in Å:
C  0.91  2.11  0.82
C  -0.07  1.56  -0.23
C  0.21  0.11  -0.49
C  1.43  -0.23  -1.27
C  -0.66  -0.89  0.03
C  -0.33  -2.35  -0.25
C  -1.84  -0.56  0.97
H  1.96  2.04  0.48
H  0.67  3.15  1.03
H  0.81  1.54  1.75
H  -1.09  1.77  0.16
H  -0.03  2.15  -1.18
H  1.32  -1.13  -1.87
H  1.64  0.57  -1.99
H  2.27  -0.41  -0.59
H  -0.43  -2.60  -1.29
H  0.72  -2.50  0.02
H  -0.96  -2.96  0.40
H  -2.50  0.16  0.47
H  -1.56  -0.09  1.91
H  -2.48  -1.45  1.14

Atomic partial charges in e from the Mulliken method, atoms 1 to 8: number 1, C, carries -1.13; number 2, C, carries -0.57; number 3, C, carries 0.62; number 4, C, carries -1.64; number 5, C, carries 1.04; number 6, C, carries -1.51; number 7, C, carries -1.46; number 8, H, carries 0.30

C:
The molecule C7H14. Source: OMol25; level of theory: ωB97M-V/def2-TZVPD.

Summary:
- SMILES string = CC(C)CC1CC1
- gap between HOMO and LUMO (eV) = 10.956

Positions of all 21 atoms, in Å:
C  -1.42  1.32  -0.28
C  -1.34  -0.10  0.35
C  -2.37  -0.97  -0.41
C  0.18  -0.84  0.54
C  1.39  0.06  0.73
C  2.69  -0.38  0.12
C  2.01  0.81  -0.50
H  -1.44  1.36  -1.38
H  -2.35  1.81  0.07
H  -0.57  1.92  0.03
H  -1.56  0.00  1.40
H  -3.40  -0.46  -0.45
H  -1.73  -1.11  -1.48
H  -2.52  -1.97  0.08
H  0.22  -1.60  1.38
H  0.43  -1.41  -0.36
H  1.41  0.59  1.72
H  3.57  -0.28  0.71
H  2.68  -1.30  -0.47
H  1.78  0.73  -1.58
H  2.33  1.81  -0.22

Atomic partial charges in e from the Mulliken method, atoms 1 to 8: number 1, C, carries -1.30; number 2, C, carries 0.40; number 3, C, carries -1.14; number 4, C, carries -0.87; number 5, C, carries 0.06; number 6, C, carries -0.71; number 7, C, carries -0.58; number 8, H, carries 0.30

D:
A cluster of 2 separate species, C7H14 in total. Source: OMol25; level of theory: ωB97M-V/def2-TZVPD.

Summary:
- SMILES string = CC(C)=C1CC1.C
- gap between HOMO and LUMO (eV) = 9.223

Positions of all 21 atoms, in Å:
C  0.91  -1.02  1.13
C  0.50  -0.14  -0.01
C  1.43  0.95  -0.45
C  -0.57  -0.43  -0.73
C  -1.32  -1.59  -1.18
C  -1.00  -0.41  -2.12
H  0.06  -1.49  1.63
H  1.51  -1.80  0.66
H  1.53  -0.52  1.89
H  2.07  1.36  0.34
H  2.07  0.46  -1.19
H  0.91  1.78  -0.95
H  -0.73  -2.50  -1.27
H  -2.37  -1.75  -0.92
H  -1.84  0.18  -2.47
H  -0.20  -0.54  -2.85
C  -0.57  1.50  1.71
H  -1.15  1.04  2.51
H  0.47  1.61  2.04
H  -0.95  2.46  1.39
H  -0.74  0.85  0.84

Atomic partial charges in e from the Mulliken method, atoms 1 to 8: number 1, C, carries -1.41; number 2, C, carries 0.50; number 3, C, carries -1.38; number 4, C, carries 0.36; number 5, C, carries -0.64; number 6, C, carries -0.66; number 7, H, carries 0.30; number 8, H, carries 0.43

Short version: A is the most stable of them.